1.
The following is a quantum chemistry calculation of a 16-piece molecular cluster, H32O16 overall at a distorted geometry, from OMol25.

Geometry (Å):
O: -0.16 0.27 1.19
H: -0.31 -0.66 1.06
H: -0.57 1.05 0.81
O: 2.88 -1.71 0.35
H: 2.33 -0.96 0.57
H: 3.76 -1.45 0.07
O: -1.25 -4.26 0.80
H: -1.24 -3.30 0.94
H: -0.35 -4.43 1.10
O: -5.72 1.70 0.18
H: -4.85 2.13 0.17
H: -5.51 0.89 0.67
O: -5.85 -1.02 1.22
H: -5.95 -1.44 0.36
H: -5.05 -1.48 1.47
O: 2.62 3.03 -2.84
H: 2.48 2.08 -2.80
H: 2.47 3.50 -2.03
O: -2.86 -1.72 2.19
H: -3.42 -1.60 2.96
H: -3.33 -1.79 1.37
O: 0.79 -4.58 -2.24
H: 0.27 -4.21 -1.53
H: 0.38 -5.44 -2.35
O: 1.28 4.40 1.07
H: 1.41 4.53 2.01
H: 1.65 5.19 0.68
O: -2.78 1.82 2.24
H: -2.23 1.53 1.51
H: -2.97 0.98 2.65
O: 2.77 -2.36 -2.23
H: 2.43 -2.69 -3.06
H: 2.11 -1.98 -1.65
O: 1.11 0.53 -2.51
H: 1.38 0.19 -3.38
H: 0.14 0.55 -2.54
O: 4.78 0.87 0.87
H: 4.55 1.58 0.26
H: 4.67 1.20 1.76
O: -0.82 2.76 0.48
H: -1.51 3.15 1.02
H: -0.16 3.49 0.52
O: 5.31 -1.88 2.48
H: 4.35 -1.98 2.42
H: 5.40 -1.21 1.79
O: -1.47 1.19 -3.45
H: -1.45 1.62 -2.59
H: -1.51 1.92 -4.08

Computed properties:
E_HOMO: -10.44 eV
strongest force on any atom: 2.210 eV/Å
lowest unoccupied orbital energy: -0.4 eV
calculated total energy: -33278.575 eV


2.
The following is a quantum chemistry calculation of a 5-piece molecular cluster, C36H42F4N8O8S4 overall at a distorted geometry, from OMol25.

Geometry (Å):
C: -8.42 -4.02 -0.04
N: -6.99 -3.80 0.12
C: -6.23 -3.88 -0.92
C: -4.83 -3.53 -0.72
C: -4.36 -3.22 0.56
C: -5.26 -3.17 1.62
C: -6.58 -3.47 1.35
C: -2.89 -3.05 0.77
C: -1.97 -2.51 -0.13
C: -0.65 -2.16 0.17
N: -0.16 -2.51 1.42
C: -0.95 -3.18 2.32
C: -2.36 -3.34 2.01
C: 1.16 -2.03 1.79
H: -8.83 -3.33 -0.78
H: -9.00 -3.71 0.83
H: -8.65 -5.08 -0.13
H: -6.70 -3.94 -1.89
H: -4.23 -3.50 -1.62
H: -5.09 -2.85 2.64
H: -7.30 -3.54 2.15
H: -2.43 -2.22 -1.06
H: -0.01 -1.59 -0.48
H: -0.54 -3.48 3.27
H: -2.86 -3.85 2.83
H: 1.28 -1.97 2.87
H: 1.20 -1.05 1.31
H: 1.93 -2.58 1.24
C: 10.11 2.53 1.44
N: 9.28 1.59 0.77
C: 7.96 1.68 1.10
C: 7.14 0.60 0.66
C: 7.69 -0.53 0.14
C: 9.09 -0.62 0.05
C: 9.82 0.53 0.30
C: 6.86 -1.60 -0.48
C: 7.34 -2.31 -1.63
C: 6.57 -3.35 -2.20
N: 5.33 -3.70 -1.67
C: 4.94 -3.13 -0.46
C: 5.68 -2.13 0.10
C: 4.55 -4.80 -2.21
H: 9.77 3.56 1.33
H: 11.13 2.48 1.05
H: 10.10 2.25 2.50
H: 7.63 2.59 1.58
H: 6.07 0.62 0.78
H: 9.61 -1.50 -0.30
H: 10.90 0.54 0.26
H: 8.24 -1.95 -2.11
H: 6.84 -3.78 -3.16
H: 4.04 -3.62 -0.13
H: 5.34 -1.70 1.03
H: 3.55 -4.91 -1.77
H: 5.07 -5.71 -1.91
H: 4.53 -4.66 -3.29
C: -6.68 6.41 2.96
N: -6.03 5.68 1.85
C: -4.69 5.83 1.60
C: -4.06 5.02 0.62
C: -4.88 4.20 -0.12
C: -6.23 4.12 0.09
C: -6.79 4.89 1.08
C: -4.16 3.36 -1.10
C: -4.06 3.56 -2.46
C: -3.25 2.69 -3.23
N: -2.57 1.72 -2.58
C: -2.76 1.42 -1.32
C: -3.60 2.24 -0.56
C: -1.67 0.93 -3.33
H: -6.51 7.48 2.82
H: -6.25 6.03 3.88
H: -7.71 6.12 3.13
H: -4.06 6.52 2.14
H: -2.99 5.04 0.51
H: -6.89 3.47 -0.47
H: -7.85 4.80 1.26
H: -4.55 4.40 -2.93
H: -3.14 2.85 -4.30
H: -2.29 0.51 -0.98
H: -3.54 2.12 0.51
H: -1.67 -0.13 -3.07
H: -0.68 1.38 -3.18
H: -1.90 0.79 -4.38
N: -1.22 2.88 1.86
S: 0.06 3.21 0.81
O: -0.19 2.78 -0.58
O: 1.44 3.09 1.24
F: -0.06 4.83 0.68
S: -0.87 1.44 2.04
O: -0.04 1.19 3.22
O: -0.83 0.52 0.95
F: -2.30 1.12 2.68
N: 2.31 -1.48 -0.89
S: 2.91 0.11 -0.89
O: 1.98 1.12 -1.42
O: 4.36 0.22 -1.27
F: 2.95 0.36 0.68
S: 2.04 -1.50 -2.33
O: 3.11 -1.67 -3.31
O: 0.79 -1.02 -2.93
F: 1.52 -3.08 -2.26

Computed properties:
E_HOMO (spin up / spin down): -19.58 / -19.58 eV
strongest force on any atom: 14.402 eV/Å
2S+1: 2
lowest unoccupied orbital energy (spin up / spin down): -12.1 / -16.2 eV
total charge: +5
calculated total energy: -120467.409 eV


3.
The following is a quantum chemistry calculation of an isolated molecule of C9H19F at a distorted geometry, from OMol25.

Geometry (Å):
C: 0.48 -1.41 2.12
C: 1.67 -1.92 0.05
C: 1.01 1.32 0.80
C: 0.88 0.25 -1.51
C: -1.54 2.17 -0.79
C: -2.13 -0.32 -0.92
C: 0.44 -1.18 0.55
C: 0.38 0.25 -0.05
C: -1.40 0.83 -0.15
F: -1.83 0.77 1.15
H: 1.34 -1.04 2.63
H: 0.46 -2.43 2.25
H: -0.36 -0.96 2.58
H: 2.53 -1.29 0.16
H: 1.85 -2.98 0.35
H: 1.66 -1.94 -0.99
H: 0.84 1.21 1.81
H: 2.02 1.40 0.61
H: 0.63 2.19 0.49
H: 0.59 -0.52 -2.09
H: 0.76 1.21 -2.05
H: 1.90 0.13 -1.31
H: -1.30 2.32 -1.84
H: -0.88 2.80 -0.32
H: -2.52 2.68 -0.62
H: -2.41 -0.92 -0.11
H: -3.13 -0.05 -1.55
H: -1.41 -0.90 -1.52
H: -0.52 -1.69 0.31

Computed properties:
SMILES string: CC(C)C(C)(C)C(C)(C)F
E_HOMO: -9.14 eV
strongest force on any atom: 4.653 eV/Å
lowest unoccupied orbital energy: 0.9 eV
calculated total energy: -12356.399 eV


4.
The following is a quantum chemistry calculation of a 7-piece molecular cluster, C33H84N4O11 overall at a distorted geometry, from OMol25.

Geometry (Å):
C: -8.57 -1.70 -4.36
C: -8.75 -0.66 -5.53
C: -7.46 0.09 -5.78
O: -9.21 -1.28 -6.75
H: -9.47 -1.73 -3.75
H: -7.75 -1.35 -3.75
H: -8.33 -2.71 -4.70
H: -9.53 0.05 -5.27
H: -7.66 1.05 -6.27
H: -6.77 -0.54 -6.33
H: -7.03 0.35 -4.81
H: -9.80 -1.98 -6.47
C: -9.83 7.55 -1.69
C: -9.42 8.38 -2.94
C: -8.06 8.05 -3.58
O: -10.43 8.09 -3.80
H: -10.84 7.66 -1.29
H: -9.11 7.77 -0.90
H: -9.66 6.47 -1.72
H: -9.48 9.47 -2.94
H: -7.71 7.14 -3.09
H: -7.34 8.87 -3.48
H: -8.18 7.75 -4.62
H: -11.25 8.34 -3.37
C: -0.31 3.56 -4.53
C: 0.52 3.05 -5.66
C: -0.29 2.16 -6.57
O: 0.98 4.12 -6.52
H: -0.94 4.43 -4.69
H: 0.26 3.89 -3.66
H: -0.96 2.74 -4.21
H: 1.38 2.53 -5.24
H: -1.11 2.81 -6.86
H: -0.66 1.39 -5.88
H: 0.19 1.77 -7.46
H: 1.04 4.90 -5.98
C: -5.94 14.14 -21.00
O: -5.43 14.10 -19.71
C: -4.71 12.91 -19.33
C: -4.46 13.08 -17.81
N: -3.76 11.91 -17.32
C: -4.47 10.92 -16.49
C: -3.46 9.97 -15.88
O: -2.55 10.59 -15.01
C: -1.60 9.65 -14.32
H: -6.65 13.35 -21.26
H: -5.17 13.90 -21.74
H: -6.33 15.08 -21.37
H: -3.78 13.02 -19.90
H: -5.43 12.18 -19.69
H: -5.44 13.19 -17.35
H: -4.00 14.01 -17.50
H: -3.03 12.38 -16.80
H: -5.16 10.46 -17.20
H: -4.95 11.58 -15.77
H: -2.87 9.51 -16.68
H: -4.01 9.19 -15.35
H: -1.96 8.62 -14.42
H: -1.56 9.95 -13.28
H: -0.65 9.74 -14.85
C: 12.08 1.07 -9.10
O: 10.82 0.72 -8.45
C: 9.88 1.82 -8.46
C: 8.59 1.40 -7.80
N: 7.64 0.53 -8.61
C: 8.29 -0.61 -9.23
C: 8.62 -1.75 -8.31
O: 7.30 -2.29 -8.03
C: 7.31 -3.46 -7.14
H: 11.85 1.58 -10.03
H: 12.62 0.13 -9.17
H: 12.77 1.65 -8.49
H: 9.61 2.05 -9.49
H: 10.17 2.73 -7.93
H: 8.03 2.26 -7.42
H: 8.72 0.84 -6.87
H: 6.84 0.10 -8.18
H: 9.25 -0.37 -9.68
H: 7.68 -0.98 -10.06
H: 9.13 -1.45 -7.40
H: 9.30 -2.45 -8.80
H: 6.34 -3.88 -6.89
H: 7.80 -3.16 -6.21
H: 7.90 -4.22 -7.65
C: -8.24 -9.37 -11.14
O: -8.20 -7.93 -11.20
C: -7.05 -7.39 -11.76
C: -7.08 -5.82 -11.85
N: -5.70 -5.49 -12.47
C: -5.02 -4.62 -11.48
C: -4.34 -5.43 -10.30
O: -3.53 -6.49 -10.77
C: -2.57 -7.02 -9.96
H: -7.28 -9.80 -10.89
H: -8.26 -9.78 -12.15
H: -9.09 -9.53 -10.47
H: -7.26 -7.69 -12.78
H: -6.09 -7.73 -11.38
H: -7.29 -5.41 -10.86
H: -7.86 -5.67 -12.60
H: -5.13 -6.33 -12.54
H: -5.70 -3.91 -11.00
H: -4.30 -4.03 -12.04
H: -5.04 -5.84 -9.58
H: -3.76 -4.69 -9.75
H: -1.88 -6.35 -9.44
H: -1.84 -7.73 -10.37
H: -2.99 -7.40 -9.03
C: 5.69 8.35 -2.08
O: 4.71 7.31 -2.03
C: 4.16 7.27 -0.63
C: 4.87 6.22 0.32
N: 4.82 4.96 -0.37
C: 5.20 3.83 0.50
C: 5.19 2.50 -0.20
O: 4.91 1.44 0.70
C: 5.33 0.11 0.36
H: 6.58 8.16 -1.47
H: 5.32 9.32 -1.76
H: 6.04 8.55 -3.10
H: 3.16 6.84 -0.65
H: 4.11 8.24 -0.14
H: 4.32 6.11 1.26
H: 5.88 6.58 0.51
H: 4.28 4.77 -1.20
H: 4.57 3.74 1.39
H: 6.12 4.03 1.04
H: 6.02 2.50 -0.90
H: 4.34 2.53 -0.88
H: 4.86 -0.43 1.18
H: 6.40 -0.10 0.46
H: 4.95 -0.23 -0.60

Computed properties:
SMILES string: COCCNCCOC.COCCNCCOC.COCCNCCOC.COCCNCCOC.CC(C)O.CC(C)O.CC(C)O
E_HOMO: -8.30 eV
strongest force on any atom: 3.936 eV/Å
lowest unoccupied orbital energy: 0.5 eV
calculated total energy: -64053.943 eV


5.
The following is a quantum chemistry calculation of C22H30ClFN7O7V as an isolated structure at a distorted geometry, from OMol25.

Geometry (Å):
V: -0.43 0.27 0.42
C: -3.75 6.56 -2.44
C: -2.25 6.34 -2.46
N: -1.84 5.23 -1.55
C: -1.66 4.03 -2.07
C: -1.34 2.90 -1.32
C: -1.14 1.68 -2.09
O: -1.22 1.46 -3.24
O: -0.81 0.58 -1.17
C: -1.26 3.02 0.08
O: -1.08 2.00 0.90
C: -1.41 4.31 0.64
C: -1.23 4.53 2.02
C: -1.34 5.77 2.54
F: -1.08 5.91 3.85
C: -1.67 6.92 1.76
C: -1.85 6.69 0.40
C: -1.70 5.42 -0.16
N: -1.78 8.20 2.28
C: -1.70 9.38 1.43
C: -2.92 10.26 1.59
N: -3.25 10.41 3.08
C: -2.08 10.01 3.94
C: -1.76 8.53 3.73
H: -4.00 7.38 -3.11
H: -4.11 6.81 -1.44
H: -4.28 5.67 -2.78
H: -1.69 7.23 -2.17
H: -1.89 6.06 -3.44
H: -1.75 3.95 -3.14
H: -0.96 3.71 2.68
H: -2.11 7.51 -0.25
H: -1.63 9.11 0.38
H: -0.79 9.93 1.65
H: -3.81 9.85 1.12
H: -2.74 11.26 1.20
H: -4.06 9.83 3.31
H: -3.52 11.37 3.28
H: -2.36 10.18 4.98
H: -1.27 10.68 3.69
H: -2.49 7.93 4.25
H: -0.79 8.35 4.19
C: -1.96 -2.23 0.91
N: -2.12 -0.68 0.95
C: -3.32 -0.34 0.02
N: -4.49 -1.04 0.41
C: -4.25 -2.49 0.35
N: -3.17 -2.88 1.27
C: -3.56 -2.49 2.63
N: -3.79 -1.04 2.72
C: -2.59 -0.34 2.40
C: -4.86 -0.68 1.79
H: -1.16 -2.48 1.61
H: -1.66 -2.49 -0.11
H: -3.02 -0.63 -0.99
H: -3.46 0.74 0.09
H: -3.98 -2.77 -0.67
H: -5.16 -3.01 0.63
H: -2.77 -2.78 3.33
H: -4.47 -3.01 2.90
H: -1.79 -0.63 3.07
H: -2.75 0.74 2.42
H: -5.05 0.39 1.85
H: -5.76 -1.22 2.06
O: 2.69 -0.97 1.99
Cl: 1.60 -0.49 1.29
O: 1.77 0.74 0.48
O: 0.40 -0.07 2.15
O: 0.91 -1.43 0.36

Computed properties:
E_HOMO (spin up / spin down): -16.14 / -16.16 eV
strongest force on any atom: 2.919 eV/Å
2S+1: 2
lowest unoccupied orbital energy (spin up / spin down): -10.3 / -9.7 eV
total charge: +3
calculated total energy: -88959.311 eV


6.
The following is a quantum chemistry calculation of a 7-piece molecular cluster, C6H22O7 overall at a distorted geometry, from OMol25.

Geometry (Å):
C: -3.13 -1.52 1.21
C: -1.71 -1.28 1.63
C: -0.92 -1.98 2.50
C: -0.99 2.52 1.13
O: -0.17 2.43 -0.02
C: -1.66 1.18 1.51
C: -1.14 0.01 1.13
H: -3.48 -2.46 1.66
H: -3.28 -1.95 0.11
H: -3.86 -0.66 1.24
H: -1.27 -2.96 2.84
H: 0.12 -1.73 2.70
H: -0.39 2.80 2.06
H: -1.87 3.22 0.82
H: 0.68 1.86 0.17
H: -2.48 1.40 2.09
H: -0.46 -0.20 0.35
H: 0.12 -0.24 -2.28
H: -0.60 -1.44 -2.89
O: -0.29 -1.09 -2.11
H: 1.94 -2.84 -1.14
H: 0.59 -2.37 -1.27
O: 1.00 -3.03 -0.75
H: 2.97 2.45 0.57
H: 3.23 1.05 0.38
O: 3.25 1.81 -0.12
H: 0.22 1.45 -3.86
H: -0.69 2.06 -2.65
O: 0.12 1.63 -2.93
H: 1.56 -0.73 0.27
H: 2.70 -1.40 0.84
O: 2.32 -0.53 0.88
H: 3.17 1.00 -1.83
H: 1.81 0.90 -1.85
O: 2.60 0.64 -2.38

Computed properties:
SMILES string: C=C(C)/C=C/CO.O.O.O.O.O.O
E_HOMO: -8.86 eV
strongest force on any atom: 6.999 eV/Å
lowest unoccupied orbital energy: 0.3 eV
calculated total energy: -20908.177 eV


7.
The following is a quantum chemistry calculation of C29H34F5N5O4S3TcTe as an isolated structure at a distorted geometry, from OMol25.

Geometry (Å):
Tc: -0.66 0.82 0.79
C: -2.41 2.45 4.18
C: -2.58 1.31 3.25
C: -2.55 0.01 3.73
C: -2.83 -1.09 2.91
C: -2.83 -2.46 3.48
C: -3.18 -0.87 1.58
C: -3.22 0.43 1.03
C: -3.99 0.68 -0.23
C: -2.83 1.52 1.86
H: -2.51 3.41 3.68
H: -1.44 2.41 4.67
H: -3.16 2.39 4.97
H: -2.35 -0.16 4.78
H: -3.67 -2.56 4.17
H: -1.92 -2.63 4.06
H: -2.92 -3.21 2.71
H: -3.49 -1.70 0.97
H: -5.00 0.98 0.04
H: -4.05 -0.23 -0.82
H: -3.55 1.48 -0.82
H: -3.15 2.50 1.55
N: 6.63 3.63 2.56
C: 5.76 3.41 1.56
C: 5.25 2.12 1.31
C: 4.35 1.91 0.29
C: 3.94 2.98 -0.50
C: 4.42 4.26 -0.27
C: 5.34 4.48 0.73
S: 2.85 2.74 -1.89
O: 3.32 1.68 -2.71
O: 2.57 4.03 -2.46
N: 1.46 2.21 -1.14
C: 0.65 3.08 -0.66
S: 0.80 4.83 -0.92
C: -0.47 5.07 0.21
C: -0.95 3.88 0.68
N: -0.37 2.77 0.17
H: 6.92 2.88 3.16
H: 7.01 4.55 2.72
H: 5.59 1.30 1.92
H: 3.97 0.92 0.08
H: 4.09 5.06 -0.92
H: 5.76 5.46 0.88
H: -0.81 6.04 0.49
H: -1.73 3.79 1.41
F: 2.66 -1.56 2.24
Te: 1.53 -0.06 2.36
F: 1.17 -0.60 4.12
F: 2.92 1.02 3.04
F: 0.28 1.39 2.90
F: -0.08 -1.18 2.02
O: 1.49 0.44 0.67
C: 3.64 -2.70 -2.49
C: 3.04 -1.75 -1.47
C: 1.97 -0.82 -2.06
N: 0.81 -1.60 -2.41
C: -0.46 -1.42 -2.13
S: -1.16 0.02 -1.43
N: -1.33 -2.33 -2.64
C: -2.49 -2.80 -1.99
O: -2.77 -2.38 -0.89
C: -3.22 -3.83 -2.73
C: -3.96 -4.77 -2.00
C: -4.71 -5.72 -2.65
C: -4.76 -5.73 -4.04
C: -4.03 -4.80 -4.77
C: -3.26 -3.86 -4.12
H: 4.47 -3.24 -2.05
H: 4.03 -2.13 -3.33
H: 2.93 -3.44 -2.85
H: 3.84 -1.12 -1.08
H: 2.61 -2.32 -0.64
H: 2.36 -0.34 -2.96
H: 1.69 -0.03 -1.36
H: 1.06 -2.42 -2.96
H: -1.02 -2.87 -3.44
H: -3.91 -4.75 -0.92
H: -5.26 -6.45 -2.09
H: -5.37 -6.46 -4.55
H: -4.07 -4.81 -5.85
H: -2.73 -3.12 -4.70

Computed properties:
E_HOMO (spin up / spin down): -13.02 / -12.57 eV
strongest force on any atom: 6.128 eV/Å
2S+1: 4
lowest unoccupied orbital energy (spin up / spin down): -6.6 / -8.9 eV
total charge: +2
calculated total energy: -101834.579 eV